DFT (ωB97M-V/def2-TZVPD) results for C24H29FNOTl as an isolated structure.

## Properties
- Energy above the lowest of the compared OMol25 structures with the same formula, charge and spin: 0.00 kJ/mol
- Highest occupied orbital energy: -6.98 eV
- Molecular weight: 570.88 g mol⁻¹
- LUMO level: 0.0201 Eh
- Charge: 0

Positions of all 57 atoms, in Å:
Tl1 0.585 0.894 -1.128
C1 -4.959 0.732 -0.643
C2 -3.459 0.997 -0.795
C3 -3.216 2.178 -1.732
C4 -2.746 -0.264 -1.236
C5 -2.108 -1.069 -0.297
C6 -1.491 -2.257 -0.674
C7 -1.493 -2.679 -1.999
C8 -0.883 -3.995 -2.412
C9 -2.114 -1.862 -2.941
C10 -2.732 -0.680 -2.566
H1 -5.475 1.624 -0.283
H2 -5.147 -0.081 0.059
H3 -5.398 0.452 -1.605
H4 -3.056 1.258 0.188
H5 -3.679 2.015 -2.708
H6 -2.151 2.351 -1.893
H7 -3.651 3.087 -1.312
H8 -2.085 -0.755 0.740
H9 -1.018 -2.874 0.083
H10 -0.311 -4.443 -1.600
H11 -0.223 -3.883 -3.276
H12 -1.661 -4.707 -2.695
H13 -2.123 -2.162 -3.983
H14 -3.212 -0.074 -3.325
O1 1.655 -1.833 -1.194
C11 2.151 -2.855 -0.341
C12 3.265 -2.281 0.503
C13 2.791 -1.080 1.348
C14 3.523 0.197 1.050
C15 4.654 0.535 1.789
C16 5.341 1.699 1.496
C17 4.882 2.502 0.465
C18 3.752 2.092 -0.220
N1 3.086 0.974 0.058
H15 0.852 -2.141 -1.634
H16 2.515 -3.707 -0.925
H17 1.355 -3.213 0.320
H18 4.105 -1.995 -0.133
H19 3.619 -3.081 1.155
H20 2.931 -1.297 2.408
H21 1.723 -0.924 1.190
H22 4.981 -0.113 2.592
H23 6.217 1.979 2.067
H24 5.378 3.424 0.197
H25 3.355 2.691 -1.034
F1 -1.665 3.328 4.467
C19 -1.167 2.733 3.354
C20 -1.220 3.404 2.153
C21 -0.704 2.766 1.026
C22 -0.140 1.487 1.056
C23 -0.112 0.870 2.312
C24 -0.619 1.471 3.460
H26 -1.654 4.395 2.108
H27 -0.758 3.316 0.086
H28 0.309 -0.125 2.428
H29 -0.594 0.980 4.425


DFT (ωB97M-V/def2-TZVPD) results for C24H29GeN2SeY as an isolated structure.

## Properties
- Energy above the lowest of the compared OMol25 structures with the same formula, charge and spin: 0.00 kJ/mol
- Highest occupied orbital energy: -13.61 eV
- Molecular weight: 585.99 g mol⁻¹
- LUMO level: -0.2359 Eh
- Charge: +2

Positions of all 58 atoms, in Å:
Y1 0.108 0.708 -0.145
C1 2.569 -2.660 -2.251
C2 1.983 -1.447 -1.880
N1 1.035 -1.351 -0.959
C3 0.606 -2.487 -0.348
C4 1.140 -3.743 -0.650
C5 2.144 -3.808 -1.633
C6 0.668 -4.905 0.050
C7 -0.288 -4.800 0.995
C8 -0.858 -3.523 1.327
C9 -1.857 -3.370 2.303
C10 -2.350 -2.120 2.582
C11 -1.838 -1.029 1.880
N2 -0.898 -1.140 0.953
C12 -0.410 -2.373 0.667
H1 3.339 -2.674 -3.009
H2 2.313 -0.527 -2.352
H3 2.576 -4.767 -1.891
H4 1.094 -5.868 -0.200
H5 -0.647 -5.676 1.518
H6 -2.229 -4.241 2.828
H7 -3.117 -1.967 3.327
H8 -2.202 -0.030 2.096
C13 0.935 1.814 1.686
C14 1.425 0.517 2.198
C15 0.894 -0.126 3.330
C16 1.299 -1.397 3.665
C17 2.247 -2.076 2.887
C18 2.799 -1.456 1.786
C19 2.375 -0.171 1.437
H9 1.741 2.511 1.438
H10 0.237 2.329 2.350
H11 0.177 0.397 3.953
H12 0.907 -1.871 4.556
H13 2.576 -3.066 3.174
H14 3.571 -1.947 1.207
H15 2.885 0.348 0.623
C20 -0.977 4.817 -3.857
Ge1 -0.825 3.443 -2.512
C21 -0.376 4.145 -0.744
C22 0.645 2.209 -2.996
C23 -2.475 2.364 -2.435
Se1 -2.697 1.244 -0.844
C24 -3.263 2.586 0.460
H16 -0.052 5.384 -3.952
H17 -1.775 5.509 -3.587
H18 -1.215 4.381 -4.827
H19 0.563 4.699 -0.806
H20 -0.232 3.412 0.060
H21 -1.142 4.835 -0.388
H22 1.575 2.777 -3.062
H23 0.465 1.738 -3.963
H24 0.904 1.363 -2.335
H25 -2.514 1.660 -3.267
H26 -3.378 2.972 -2.503
H27 -2.430 3.126 0.899
H28 -3.830 2.057 1.222
H29 -3.925 3.271 -0.063


DFT (ωB97M-V/def2-TZVPD) results for C24H29IN2ORe as an isolated structure.

## Properties
- Energy above the lowest of the compared OMol25 structures with the same formula, charge and spin: 0.00 kJ/mol
- Spin multiplicity: 2
- Highest occupied orbital energy (spin up / spin down): -13.84 / -14.10 eV
- ⟨S²⟩: 0.772
- Molecular weight: 674.62 g mol⁻¹
- LUMO level (spin up / spin down): -0.2808 / -0.2954 Eh
- Charge: +2

Positions of all 58 atoms, in Å:
Re1 0.265 0.788 0.252
C1 -0.021 -2.662 -0.761
C2 0.624 -1.311 -0.892
C3 1.845 -0.998 -0.289
C4 2.489 -1.974 0.657
C5 2.435 0.303 -0.486
C6 3.784 0.640 0.102
C7 1.895 1.180 -1.476
C8 2.598 2.461 -1.823
C9 0.672 0.862 -2.102
C10 0.095 1.778 -3.141
C11 -0.061 -0.294 -1.672
C12 -1.419 -0.593 -2.243
H1 -0.801 -2.661 0.002
H2 0.710 -3.428 -0.522
H3 -0.482 -2.940 -1.706
H4 3.277 -2.525 0.138
H5 1.773 -2.694 1.040
H6 2.941 -1.475 1.510
H7 3.774 1.585 0.641
H8 4.508 0.745 -0.708
H9 4.158 -0.127 0.769
H10 3.239 2.304 -2.695
H11 3.228 2.816 -1.014
H12 1.888 3.246 -2.069
H13 -0.409 2.630 -2.679
H14 -0.614 1.259 -3.777
H15 0.891 2.169 -3.772
H16 -1.322 -1.121 -3.195
H17 -1.984 0.320 -2.415
H18 -1.992 -1.212 -1.559
C13 -1.631 3.067 0.777
O1 -0.467 2.479 0.181
H19 -2.497 2.828 0.160
H20 -1.493 4.145 0.803
H21 -1.784 2.674 1.780
C14 -1.408 -0.094 0.890
C15 -2.409 -0.723 1.211
C16 -3.579 -1.429 1.600
C17 -3.676 -2.010 2.872
C18 -4.818 -2.694 3.235
C19 -5.875 -2.806 2.338
C20 -5.792 -2.231 1.076
C21 -4.652 -1.544 0.705
H22 -2.856 -1.905 3.571
H23 -4.896 -3.140 4.217
H24 -6.769 -3.342 2.627
H25 -6.621 -2.318 0.387
H26 -4.577 -1.083 -0.271
I1 3.354 0.877 5.606
C22 2.016 0.379 4.126
C23 0.995 -0.559 4.185
N1 0.380 -0.565 3.001
N2 0.935 0.332 2.164
C24 1.939 0.909 2.846
H27 0.685 -1.206 4.989
H28 -0.486 -1.014 2.720
H29 2.556 1.667 2.394


DFT (ωB97M-V/def2-TZVPD) results for C24H29N2O4PSSbSe4Sn as an isolated structure.

## Properties
- Energy above the lowest of the compared OMol25 structures with the same formula, charge and spin: 638.48 kJ/mol
- Highest occupied orbital energy (spin up / spin down): -3.57 / -3.57 eV
- Molecular weight: 1028.86 g mol⁻¹
- LUMO level (spin up / spin down): 0.0299 / 0.0300 Eh
- Charge: -1

Positions of all 67 atoms, in Å:
Sn1 0.605 -1.200 1.024
C1 0.866 6.174 2.559
C2 1.276 5.074 3.296
C3 1.108 3.790 2.784
C4 0.518 3.592 1.534
C5 0.116 4.712 0.800
C6 0.288 5.992 1.309
P1 0.298 1.944 0.710
C7 -1.402 1.604 1.305
C8 -1.856 1.683 2.624
C9 -3.115 1.205 2.954
C10 -3.969 0.728 1.967
C11 -3.597 0.843 0.636
C12 -2.315 1.251 0.313
C13 1.433 0.957 1.803
C14 2.610 0.529 1.148
C15 3.425 -0.470 1.707
C16 3.004 -1.125 2.877
C17 1.827 -0.725 3.557
C18 1.065 0.314 3.033
H1 1.002 7.174 2.954
H2 1.734 5.205 4.269
H3 1.439 2.944 3.370
H4 -0.334 4.573 -0.177
H5 -0.026 6.851 0.727
H6 -1.223 2.116 3.389
H7 -3.422 1.204 3.994
H8 -4.910 0.269 2.211
H9 -4.305 0.560 -0.126
H10 -1.989 1.275 -0.720
H11 2.816 0.934 0.167
H12 4.284 -0.847 1.179
H13 3.546 -1.995 3.219
H14 1.460 -1.264 4.421
H15 0.101 0.540 3.461
O1 1.806 -3.150 1.443
S1 2.056 -3.114 -0.052
O2 0.667 -3.151 -0.596
O3 2.488 -1.678 -0.311
O4 2.978 -4.100 -0.563
Se1 -3.671 -5.335 0.751
Sb1 -3.759 -2.946 1.233
Se2 -5.907 -2.284 0.026
Se3 -6.272 -3.316 1.997
Se4 -1.457 -2.104 1.139
C19 2.673 -0.248 -3.598
C20 1.923 -1.566 -3.419
N1 0.465 -1.427 -3.419
C21 -0.191 -1.917 -4.634
C22 -0.459 -3.419 -4.646
C23 -0.238 -1.101 -2.289
C24 -1.679 -1.514 -2.222
N2 0.237 -0.385 -1.281
H16 3.738 -0.443 -3.740
H17 2.576 0.400 -2.727
H18 2.290 0.296 -4.463
H19 2.221 -2.063 -2.513
H20 2.196 -2.249 -4.225
H21 0.475 -1.661 -5.459
H22 -1.113 -1.363 -4.793
H23 0.435 -3.967 -4.341
H24 -0.730 -3.736 -5.655
H25 -1.266 -3.687 -3.966
H26 -2.201 -1.431 -3.171
H27 -2.187 -0.941 -1.463
H28 -1.689 -2.560 -1.908
H29 1.237 -0.249 -1.413


DFT (ωB97M-V/def2-TZVPD) results for a 6-piece molecular cluster, C24H29N5O3P2S2 overall.

## Properties
- Structure (SMILES): O=C1OC(=O)C([PH2]=S)=C1[PH2]=S.c1cc[nH]c1.c1cc[nH]c1.c1cc[nH]c1.c1cc[nH]c1.c1cc[nH]c1
- Highest occupied orbital energy: -7.95 eV
- Molecular weight: 561.61 g mol⁻¹
- LUMO level: -0.0931 Eh
- Charge: 0

Positions of all 65 atoms, in Å:
O1 0.002 -3.459 0.739
C1 0.148 -2.529 1.581
O2 -0.900 -1.928 2.378
C2 -0.328 -0.936 3.234
O3 -1.020 -0.206 3.989
C3 1.278 -0.910 2.999
P1 2.483 0.196 3.949
S1 1.667 0.604 5.681
C4 1.560 -1.876 1.958
P2 3.271 -2.239 1.253
S2 3.920 -3.967 1.859
H1 2.723 1.389 3.182
H2 3.680 -0.567 4.173
H3 4.169 -1.177 1.605
H4 3.121 -2.321 -0.184
N1 -0.118 -7.371 -0.971
C5 -1.004 -7.871 -1.889
C6 -1.946 -6.902 -2.139
C7 -1.612 -5.775 -1.348
C8 -0.478 -6.092 -0.640
H5 0.676 -7.867 -0.598
H6 -0.889 -8.870 -2.281
H7 -2.781 -6.995 -2.818
H8 -2.143 -4.835 -1.303
H9 0.100 -5.521 0.068
N2 2.665 3.258 -0.232
C9 1.789 4.241 -0.606
C10 0.513 3.770 -0.410
C11 0.624 2.456 0.106
C12 1.963 2.168 0.208
H10 3.670 3.326 -0.273
H11 2.148 5.188 -0.979
H12 -0.398 4.313 -0.615
H13 -0.186 1.793 0.375
H14 2.475 1.282 0.554
N3 -3.779 -2.498 -2.493
C13 -4.070 -3.027 -3.722
C14 -5.406 -2.819 -3.967
C15 -5.939 -2.136 -2.846
C16 -4.911 -1.948 -1.954
H15 -2.872 -2.511 -2.054
H16 -3.304 -3.505 -4.315
H17 -5.940 -3.125 -4.854
H18 -6.961 -1.815 -2.707
H19 -4.888 -1.474 -0.984
N4 6.157 5.444 0.099
C17 6.538 4.987 1.333
C18 5.948 5.787 2.282
C19 5.178 6.759 1.596
C20 5.324 6.522 0.251
H20 6.445 5.050 -0.783
H21 7.196 4.136 1.429
H22 6.058 5.682 3.351
H23 4.583 7.545 2.037
H24 4.909 7.025 -0.610
N5 -2.972 2.297 -0.415
C21 -3.852 3.278 -0.790
C22 -5.126 2.802 -0.593
C23 -5.011 1.489 -0.075
C24 -3.670 1.205 0.027
H25 -1.969 2.369 -0.457
H26 -3.496 4.226 -1.164
H27 -6.039 3.341 -0.798
H28 -5.819 0.825 0.195
H29 -3.154 0.322 0.374


DFT (ωB97M-V/def2-TZVPD) results for one molecule with the formula C24H29N5O4.

## Properties
- Energy above the lowest of the compared OMol25 structures with the same formula, charge and spin: 12.57 kJ/mol
- Structure (SMILES): Cn1c(=O)n(CC(=O)OCc2ccccc2)c(=O)c2c1nc1n2CCCN1C1CCCCC1
- Highest occupied orbital energy: -7.46 eV
- Molecular weight: 451.53 g mol⁻¹
- LUMO level: 0.0231 Eh
- Charge: 0

Positions of all 62 atoms, in Å:
C1 -2.241 0.511 -2.857
N1 -1.663 -0.358 -1.857
C2 -0.347 -0.241 -1.534
C3 0.247 -1.055 -0.582
C4 -0.475 -2.022 0.157
O1 -0.069 -2.767 1.035
N2 -1.821 -2.062 -0.247
C5 -2.451 -1.272 -1.196
O2 -3.633 -1.397 -1.447
C6 -2.652 -2.948 0.541
C7 -2.550 -2.550 2.008
O3 -2.363 -1.429 2.396
O4 -2.722 -3.610 2.793
C8 -2.652 -3.364 4.199
C9 -3.856 -2.617 4.710
C10 -3.718 -1.617 5.661
C11 -4.831 -0.940 6.128
C12 -6.089 -1.252 5.641
C13 -6.232 -2.245 4.687
C14 -5.120 -2.927 4.226
H1 -5.227 -3.701 3.480
H2 -7.210 -2.489 4.301
H3 -6.957 -0.718 6.001
H4 -4.715 -0.162 6.868
H5 -2.736 -1.364 6.033
H6 -1.737 -2.803 4.417
H7 -2.590 -4.359 4.651
H8 -2.327 -3.985 0.428
H9 -3.683 -2.832 0.196
N3 1.569 -0.639 -0.529
C15 1.679 0.374 -1.422
N4 0.536 0.637 -2.056
N5 2.839 1.029 -1.605
C16 4.004 0.588 -0.866
C17 3.600 0.065 0.513
C18 2.618 -1.090 0.343
H10 2.172 -1.397 1.292
H11 3.118 -1.962 -0.095
H12 4.482 -0.267 1.058
H13 3.121 0.869 1.075
H14 4.685 1.434 -0.758
H15 4.527 -0.205 -1.420
C19 2.907 2.116 -2.564
C20 3.990 1.883 -3.619
C21 3.950 3.003 -4.655
C22 4.146 4.360 -3.984
C23 3.080 4.586 -2.917
C24 3.118 3.469 -1.878
H16 2.336 3.621 -1.132
H17 4.084 3.487 -1.368
H18 3.240 5.550 -2.429
H19 2.095 4.607 -3.387
H20 4.096 5.153 -4.732
H21 5.136 4.397 -3.523
H22 4.729 2.841 -5.403
H23 2.985 2.988 -5.166
H24 3.827 0.918 -4.102
H25 4.975 1.865 -3.146
H26 1.928 2.122 -3.052
H27 -1.740 0.354 -3.812
H28 -3.298 0.268 -2.939
H29 -2.112 1.551 -2.558